85
Properties=species:S:1:pos:R:3:forces:R:3:mulliken_charge:R:1 method="wB97M-V/def2-TZVPD" smiles="C[N+](=O)[O-].C[N+](=O)[O-].C[N+](=O)[O-].C[N+](=O)[O-].C[N+](=O)[O-].C[N+](=O)[O-].C[N+](=O)[O-].C[N+](=O)[O-].C[N+](=O)[O-].NCCCCC[SiH3]" total_energy_ev=-74807.3884 largest_force_ev_per_a=0.5 gap_ha=0.3434 spin_multiplicity=1 lumo_ev=-0.15
N -1.275461 0.756362 -0.786071 0.1 0.1 0.1 -0.285
C -0.048568 0.203574 -0.180850 0.0 0.2 -0.1 -0.493
C -0.239013 0.044748 1.323804 0.0 -0.4 -0.2 -0.149
C -0.230054 1.347588 2.106061 -0.1 0.4 0.2 -0.159
C 1.152784 1.888506 2.488699 0.0 -0.2 -0.3 -0.219
C 1.060654 2.953537 3.589327 0.0 -0.1 0.0 -0.928
Si 0.352821 4.594208 2.995474 -0.1 0.1 -0.1 0.540
H -1.077813 1.493535 -1.450991 0.0 -0.1 0.0 0.264
H -1.844513 1.184180 -0.062892 -0.1 -0.1 -0.1 -0.014
H 0.153558 -0.776068 -0.627109 0.1 0.0 0.0 0.204
H 0.836036 0.817237 -0.393860 -0.1 0.0 0.1 0.450
H -1.219149 -0.435190 1.462076 0.1 0.0 0.1 0.153
H 0.509382 -0.652317 1.713634 -0.1 0.1 0.0 -0.154
H -0.744543 2.130661 1.532555 -0.1 -0.1 0.1 -0.130
H -0.834311 1.224595 3.012515 0.1 0.0 0.0 0.374
H 1.618670 2.314285 1.590199 0.1 0.0 0.1 0.376
H 1.806358 1.064533 2.801726 -0.1 0.0 0.1 0.069
H 2.049221 3.142651 4.019402 -0.1 0.0 0.0 0.336
H 0.424129 2.561647 4.392081 0.1 0.1 0.0 0.393
H -0.918647 4.936516 3.669181 0.0 0.0 0.0 -0.153
H 0.082551 4.490877 1.537483 0.0 0.0 0.0 -0.200
H 1.313285 5.706970 3.190052 0.0 -0.1 0.0 -0.208
C -5.147454 -0.290794 2.063424 0.0 0.1 0.0 -0.790
N -4.177007 0.718527 2.575706 0.0 -0.2 -0.1 0.734
O -3.437605 1.247002 1.765094 0.0 0.2 0.0 -0.354
O -4.173382 0.937415 3.765163 0.0 0.1 0.0 -0.541
H -5.004496 -0.385331 0.993243 0.0 0.0 0.1 0.357
H -4.941869 -1.218445 2.589589 0.0 0.0 0.0 0.284
H -6.139873 0.063961 2.326947 0.0 0.0 0.0 0.316
C -0.798420 0.228361 -4.080440 0.0 0.1 0.0 -0.291
N 0.153056 -0.279727 -5.102503 0.0 -0.1 -0.1 1.003
O 1.303568 0.106267 -5.062812 0.0 0.0 0.0 -0.556
O -0.284547 -1.059545 -5.927486 0.0 0.0 0.0 -0.566
H -0.264255 0.935734 -3.459824 0.0 0.0 0.0 0.253
H -1.620654 0.698438 -4.610523 0.0 0.0 0.0 0.027
H -1.174520 -0.618409 -3.513232 0.0 0.0 0.0 0.148
C -1.798876 -2.792366 -0.507910 0.0 0.0 0.0 -0.738
N -2.938073 -1.997478 -1.042124 0.1 0.1 -0.2 1.072
O -2.899412 -1.642397 -2.199446 -0.1 -0.2 0.2 -0.568
O -3.844846 -1.761449 -0.266477 0.1 -0.1 -0.1 -0.638
H -1.064393 -2.904080 -1.295930 0.0 0.0 0.0 0.286
H -1.403275 -2.247146 0.344245 0.0 0.0 0.0 0.211
H -2.204108 -3.745956 -0.181751 0.0 0.0 0.0 0.316
C -3.345812 2.236385 -7.250375 0.0 0.0 0.0 -0.706
N -2.605612 2.888885 -6.133184 0.0 0.0 0.0 0.842
O -2.998411 2.690819 -4.999312 0.0 0.0 0.0 -0.505
O -1.647570 3.567458 -6.431676 0.0 0.0 0.0 -0.512
H -4.166267 1.671328 -6.826228 0.0 0.0 0.0 0.304
H -3.683472 3.028408 -7.912271 0.0 0.0 0.0 0.291
H -2.633449 1.604786 -7.773964 0.0 0.0 0.0 0.291
C 3.110325 1.302727 6.174703 0.0 0.0 0.0 -0.664
N 3.793223 0.049094 5.753398 0.1 0.0 -0.2 0.923
O 3.215232 -0.666886 4.957403 0.0 0.0 0.1 -0.520
O 4.898812 -0.157206 6.201556 0.0 -0.1 0.1 -0.565
H 2.143495 1.335305 5.688640 0.0 0.0 0.0 0.216
H 3.036743 1.291610 7.257802 0.0 0.0 0.0 0.317
H 3.752897 2.121705 5.862374 0.0 0.0 0.0 0.274
C 4.239211 -2.796709 2.610148 -0.1 0.0 0.0 -0.521
N 3.034054 -2.184797 1.990580 -0.1 0.1 0.0 1.009
O 3.186158 -1.421392 1.058559 0.0 0.0 0.0 -0.562
O 1.953751 -2.486888 2.461568 0.1 -0.1 0.0 -0.564
H 5.109450 -2.435800 2.076460 0.0 0.0 0.0 0.290
H 4.230477 -2.500556 3.655216 0.0 0.0 0.0 0.251
H 4.121605 -3.872920 2.525309 0.1 0.0 0.0 0.114
C 2.926413 -1.641500 -7.118701 0.0 0.0 0.0 -0.664
N 3.822339 -2.205542 -8.165845 0.0 0.0 0.0 0.860
O 4.984702 -1.856550 -8.171131 0.0 0.0 0.0 -0.525
O 3.323572 -2.984797 -8.952917 0.0 0.0 0.0 -0.530
H 3.502331 -0.969937 -6.496223 0.0 0.0 0.0 0.324
H 2.111561 -1.133016 -7.623758 0.0 0.0 0.0 0.265
H 2.520829 -2.480221 -6.560871 0.0 0.0 0.0 0.265
C 2.830299 -7.961933 2.177311 0.0 0.0 0.0 -0.713
N 3.993887 -7.047692 2.349712 0.0 0.0 0.0 0.869
O 4.839364 -7.345809 3.162592 0.0 0.0 0.0 -0.509
O 4.009972 -6.051037 1.652617 0.0 0.0 0.0 -0.541
H 2.953921 -8.795886 2.856803 0.0 0.0 0.0 0.301
H 1.938628 -7.379827 2.390884 0.0 0.0 0.0 0.284
H 2.822633 -8.271304 1.136363 0.0 0.0 0.0 0.286
C -3.525323 4.622593 0.938599 0.0 0.0 0.0 -0.318
N -4.202573 5.589188 1.847752 0.0 0.0 0.0 0.899
O -5.190199 6.160944 1.433683 0.0 0.0 0.0 -0.559
O -3.716561 5.736070 2.948935 0.0 0.0 0.0 -0.529
H -4.072510 4.605807 0.003975 0.0 0.0 0.0 0.331
H -2.500998 4.963055 0.811738 0.0 0.0 0.0 0.190
H -3.517634 3.656467 1.436846 0.0 0.0 0.0 -0.024

70
Properties=species:S:1:pos:R:3:forces:R:3:nbo_charge:R:1 method="wB97M-V/def2-TZVPD" smiles=OCCO.OCCO.OCCO.OCCO.OCCO.OCCO.OCCO total_energy_ev=-43851.7205 largest_force_ev_per_a=9.1 gap_ha=0.3395 e_above_lowest_kj_mol=904.5 spin_multiplicity=1 lumo_ev=0.04
C -68.412831 -22.931361 15.815365 0.9 -0.6 0.2 -0.097
C -68.263236 -21.888726 16.976258 -0.7 -0.6 2.3 -0.090
O -67.093467 -22.109767 17.777320 0.4 5.7 -3.2 -0.735
O -69.279325 -22.339289 14.883069 -2.7 -3.2 1.9 -0.735
H -68.900248 -23.919575 16.203802 1.1 1.8 -0.7 0.193
H -67.400247 -23.156250 15.238377 -1.7 0.3 1.7 0.172
H -69.109448 -22.038083 17.755070 0.6 0.4 -1.7 0.168
H -68.295585 -20.765527 16.688593 0.3 -2.1 0.0 0.189
H -67.035695 -22.885031 18.192406 -0.3 -4.9 2.3 0.462
H -68.774424 -21.743903 14.445060 2.0 3.4 -2.5 0.490
C -74.059018 -19.279694 9.895252 0.8 -4.6 -2.1 -0.055
C -75.079354 -20.226006 10.554745 -0.6 -0.6 0.6 -0.086
O -76.166932 -20.642034 9.717721 -0.3 1.7 0.6 -0.731
O -72.899164 -19.144220 10.600526 -1.6 4.8 1.7 -0.734
H -74.530489 -18.345564 9.838694 -0.3 1.4 -1.0 0.185
H -73.713793 -19.881303 8.909433 -1.4 1.9 1.2 0.128
H -75.658410 -19.670472 11.330434 1.0 -0.6 0.0 0.180
H -74.539844 -21.138676 10.933595 -0.4 0.9 0.1 0.156
H -75.993174 -21.399940 9.206904 0.7 -1.3 -0.9 0.458
H -72.310430 -19.819154 10.677213 2.1 -3.6 -0.4 0.492
C -71.461445 -22.649903 12.079647 -2.6 4.4 1.4 -0.086
C -70.473082 -22.020155 10.992001 -3.0 0.1 3.5 -0.088
O -71.094258 -21.403400 9.965138 -0.5 1.7 -1.0 -0.722
O -70.924097 -23.454937 13.096287 -0.8 -1.5 -2.0 -0.759
H -72.518529 -23.047704 11.703991 2.6 0.4 0.5 0.187
H -71.736916 -21.579260 12.660427 -0.2 -2.5 -1.3 0.132
H -69.895617 -22.787715 10.761002 3.2 -3.2 -1.7 0.147
H -70.010197 -21.238604 11.495635 1.6 0.9 1.1 0.187
H -71.584382 -22.066462 9.534611 -1.5 -1.2 -1.4 0.487
H -70.351503 -22.967723 13.669254 0.8 0.8 0.9 0.509
C -68.418255 -18.189891 14.630906 -3.3 0.7 -0.7 -0.077
C -69.325950 -18.799903 13.583677 4.6 0.3 -3.6 -0.058
O -68.865692 -20.164918 13.288112 -0.6 0.5 0.2 -0.773
O -68.827144 -16.882338 14.862002 -2.2 2.3 2.2 -0.723
H -67.440703 -18.119686 14.363625 2.9 -0.3 -1.0 0.173
H -68.540398 -18.716498 15.503534 0.2 -1.7 2.1 0.159
H -69.305192 -18.124656 12.613620 -0.1 -1.4 1.8 0.173
H -70.275075 -18.906145 13.891863 -3.4 -0.3 1.2 0.183
H -68.033846 -20.188754 12.812515 0.2 0.4 -0.2 0.482
H -69.518307 -16.787603 15.624457 2.0 -0.6 -2.3 0.476
C -67.162504 -23.586624 10.827854 -2.1 1.3 4.1 -0.068
C -66.697267 -24.674477 10.008355 -4.6 -1.2 2.3 -0.096
O -67.811938 -24.991406 9.198210 -1.0 2.1 -3.7 -0.706
O -66.172404 -23.212556 11.868397 1.2 -0.1 0.4 -0.782
H -67.966435 -23.968085 11.528522 0.2 0.1 -1.4 0.181
H -67.741665 -22.733621 10.206901 2.3 -1.2 1.6 0.187
H -66.273085 -25.438489 10.636463 -0.8 -1.2 0.2 0.171
H -65.977187 -24.458398 9.440818 6.0 2.2 -4.6 0.159
H -67.903624 -24.166382 8.425444 0.5 -3.7 3.4 0.467
H -65.805029 -23.965758 12.483657 -1.7 1.8 -2.4 0.483
C -74.290920 -23.741760 14.105386 -3.5 -0.1 -0.2 -0.115
C -74.002455 -25.230648 14.404216 2.2 3.9 -4.6 -0.071
O -72.656770 -25.430995 14.073788 2.2 0.9 0.4 -0.768
O -73.660044 -22.833860 14.990148 0.2 0.1 -1.1 -0.719
H -75.415631 -23.638854 14.004684 0.1 -0.1 1.9 0.151
H -74.350934 -23.352961 13.073359 2.3 -0.4 -0.1 0.196
H -74.559909 -25.824104 13.740377 -1.1 -0.9 -0.9 0.165
H -74.311206 -25.423930 15.336864 -0.5 -0.9 4.0 0.149
H -72.113265 -24.548146 13.957508 -1.5 -2.2 0.3 0.515
H -73.971030 -22.943588 15.882962 -0.3 -0.3 0.4 0.469
C -72.057802 -24.218802 7.807963 -0.7 0.1 -0.1 -0.084
C -71.712833 -23.408759 6.557921 8.3 -0.9 3.0 -0.064
O -70.776596 -24.235895 5.675947 0.7 5.9 2.2 -0.724
O -72.784193 -23.384010 8.739287 -3.2 -0.2 -1.0 -0.756
H -71.144449 -24.351675 8.341781 0.6 -1.2 0.4 0.197
H -72.664106 -25.185678 7.501772 1.5 1.7 0.9 0.170
H -71.292297 -22.321110 6.779164 -0.5 -2.7 -0.5 0.196
H -72.555818 -23.352354 6.176651 -7.7 1.2 -4.7 0.139
H -71.157771 -25.031747 5.526500 -2.1 -3.8 -0.7 0.456
H -73.794612 -23.321933 8.495217 3.1 -0.2 0.6 0.480

63
Properties=species:S:1:pos:R:3:forces:R:3:nbo_charge:R:1 method="wB97M-V/def2-TZVPD" smiles=CCO.CCO.CCO.CCO.CCO.CCO.CCO total_energy_ev=-29527.5902 largest_force_ev_per_a=2.5 gap_ha=0.3783 e_above_lowest_kj_mol=374.8 spin_multiplicity=1 lumo_ev=0.34
C 3.695158 -2.094433 0.483358 0.2 0.3 -0.4 -0.645
C 3.594678 -1.435413 -0.927602 -0.1 -1.3 0.5 -0.066
O 4.881358 -1.000813 -1.289932 0.2 0.9 -0.2 -0.713
H 2.847488 -2.078983 1.168418 -0.5 -0.2 -0.6 0.206
H 4.441528 -1.540853 1.053088 0.3 0.0 -0.1 0.205
H 4.053608 -3.111323 0.323488 0.0 0.0 0.4 0.212
H 2.775748 -0.720883 -1.010682 0.3 0.5 0.1 0.158
H 3.425018 -2.173113 -1.711892 -0.5 -0.3 0.3 0.178
H 5.089158 -0.205593 -0.793892 0.2 0.2 0.1 0.466
C -3.987152 2.598537 6.474118 -0.9 0.4 0.0 -0.633
C -5.075802 2.889827 7.545658 1.1 0.3 -1.6 -0.063
O -4.497922 2.533807 8.779738 -0.8 -0.5 0.6 -0.716
H -4.314392 2.678867 5.437508 -0.3 0.3 0.0 0.205
H -3.663292 1.562497 6.573318 0.3 0.2 0.3 0.214
H -3.197702 3.331857 6.638748 0.4 -0.4 -0.1 0.195
H -5.991202 2.382157 7.241668 0.1 -0.7 0.9 0.177
H -5.371592 3.938707 7.567278 0.2 0.3 -0.2 0.155
H -3.838172 3.198807 8.989748 0.0 0.0 0.0 0.465
C 5.751038 3.677457 -2.239042 0.2 -1.2 0.3 -0.643
C 5.836158 3.976407 -0.750512 -0.1 2.5 0.6 -0.054
O 5.614728 2.924797 0.132688 -0.6 -2.0 0.1 -0.730
H 5.864918 4.505057 -2.939202 0.4 0.3 0.6 0.224
H 4.833608 3.199287 -2.582192 -0.3 -0.1 0.6 0.216
H 6.532578 2.933237 -2.392032 0.1 0.0 -0.6 0.214
H 5.170908 4.777277 -0.427792 -0.5 0.3 -0.6 0.147
H 6.795528 4.373247 -0.418502 0.6 0.2 -1.0 0.155
H 5.251838 3.287337 0.944158 0.0 -0.1 -0.1 0.472
C -0.836382 3.054367 -0.107712 0.0 0.0 -0.9 -0.616
C -1.132292 1.942657 0.855518 1.3 1.4 -0.1 -0.071
O -1.935022 0.981537 0.220008 -0.2 0.0 0.6 -0.711
H -1.719062 3.657207 -0.321152 0.1 0.1 0.0 0.204
H -0.499772 2.605497 -1.042222 0.0 0.1 -0.2 0.210
H -0.005032 3.663737 0.246748 -0.2 0.2 0.1 0.206
H -1.507892 2.451757 1.743118 -0.8 -0.6 0.3 0.156
H -0.136192 1.604727 1.141308 0.0 -0.9 0.2 0.148
H -2.271062 0.413527 0.917188 -0.2 -0.3 -0.1 0.474
C -2.054442 -4.108193 5.696668 0.9 -0.4 -1.3 -0.641
C -2.693762 -3.988293 4.297928 -1.0 1.6 1.2 -0.059
O -3.051402 -2.581643 4.041158 0.6 -1.1 -0.3 -0.735
H -1.942152 -5.169563 5.917968 -0.1 0.0 0.3 0.211
H -2.513242 -3.577613 6.530988 -0.4 -0.1 -0.3 0.211
H -1.047912 -3.708573 5.572968 0.1 0.1 0.3 0.211
H -3.614602 -4.569283 4.246888 0.0 -0.2 -0.1 0.158
H -2.017062 -4.313633 3.507788 0.0 0.2 0.1 0.185
H -3.641252 -2.308783 4.747708 0.0 0.0 0.1 0.460
C -4.568522 -3.080173 -5.112362 0.9 0.2 1.0 -0.634
C -3.942662 -2.696143 -3.739632 0.0 -0.7 -0.3 -0.062
O -3.285122 -1.426453 -3.850032 -0.7 -0.5 0.0 -0.724
H -5.631332 -2.857803 -5.017042 0.1 0.0 -0.7 0.209
H -4.408482 -4.129443 -5.360412 -0.2 -0.1 0.3 0.211
H -4.044802 -2.527733 -5.892502 -0.4 0.3 0.0 0.224
H -3.271522 -3.446503 -3.321742 0.6 -0.2 -0.6 0.152
H -4.745982 -2.785663 -3.008352 -0.3 1.0 0.2 0.150
H -2.884062 -1.194543 -3.009222 0.0 0.0 0.1 0.474
C 1.784218 -0.237783 -6.836542 -1.6 0.1 0.7 -0.649
C 3.213448 -0.697863 -6.975742 -0.2 0.8 -1.0 -0.068
O 3.597468 -1.829243 -6.231382 -0.3 0.2 0.5 -0.699
H 1.462628 0.597907 -7.458072 0.6 -0.1 -0.7 0.218
H 1.496478 0.171887 -5.868302 0.6 -0.3 0.5 0.212
H 1.029388 -1.007443 -6.997702 0.2 -0.4 -0.2 0.200
H 3.800688 0.191767 -6.748142 0.6 -0.5 0.3 0.176
H 3.408418 -0.968443 -8.013462 0.0 0.4 -0.4 0.151
H 3.090488 -2.533523 -6.641932 0.1 -0.4 0.3 0.459